This record from the Open Molecules 2025 dataset describes a 8-piece molecular cluster, C44H81NO27P overall in a non-equilibrium geometry. The level of theory is ωB97M-V with the def2-TZVPD basis set.

- HOMO: -11.4347 eV
- Spin multiplicity: 1
- LUMO energy: -4.125 eV
- Gap between HOMO and LUMO: 7.310 eV
- Charge: +1

Last column: Löwdin charge in e.
Positions of all 154 atoms, in Å:
C (-4.4297, 4.9397, -1.5563)  -0.0615
C (-5.0448, 4.1336, -0.4205)  -0.2756
O (-4.8205, 2.7617, -0.6934)  -0.1708
C (-5.4995, 1.8942, 0.2144)  -0.2117
C (-4.5039, 0.9902, 0.9260)  -0.1640
C (-3.4418, 0.4506, -0.0542)  -0.1732
C (-2.2159, 1.3671, -0.1559)  -0.1578
C (-0.8991, 0.5385, -0.2978)  -0.0939
C (0.2567, 1.0455, 0.5281)  -0.0828
C (0.4708, 0.4119, 1.7344)  -0.0245
C (-0.4280, -0.6940, 2.2176)  -0.4440
O (-0.2221, -1.8413, 1.8690)  0.1506
O (-1.4747, -0.4017, 3.0113)  0.1656
C (1.5147, 0.7960, 2.5122)  0.0578
C (2.3479, 1.7891, 2.1380)  -0.2017
C (3.4679, 2.1512, 3.0881)  -0.1632
C (3.1537, 1.8639, 4.5667)  -0.1731
C (2.0221, 2.8018, 5.0551)  -0.1797
C (0.7228, 2.0889, 5.4907)  -0.1678
C (-0.0369, 3.0155, 6.4533)  -0.2534
O (-1.0327, 2.3515, 7.1925)  -0.1678
C (-2.2957, 2.3261, 6.5462)  -0.1018
N (2.1392, 2.4086, 0.9578)  -0.0619
P (3.3053, 3.7106, 0.5386)  1.0236
C (2.5249, 5.3741, 0.5712)  -0.2369
C (4.1349, 3.3642, -1.0690)  -0.2443
C (1.0861, 2.0592, 0.1616)  -0.1387
C (0.7997, 2.7562, -1.1299)  -0.0086
C (0.0046, 4.0615, -0.9171)  -0.4733
O (-0.9436, 4.0740, -0.1673)  0.1319
O (0.3716, 5.1714, -1.6156)  0.0831
H (-3.3652, 5.0938, -1.3663)  0.0585
H (-4.8774, 5.9277, -1.6549)  0.0784
H (-4.5330, 4.3991, -2.4933)  0.0686
H (-6.1165, 4.3674, -0.3913)  0.1175
H (-4.6171, 4.4012, 0.5534)  0.1207
H (-6.2085, 1.2988, -0.3698)  0.1279
H (-6.0885, 2.4883, 0.9176)  0.1192
H (-5.0614, 0.1673, 1.3780)  0.1157
H (-4.0322, 1.5588, 1.7349)  0.1051
H (-3.9302, 0.3526, -1.0230)  0.1235
H (-3.1828, -0.5456, 0.3108)  0.0875
H (-2.1327, 2.0564, 0.6812)  0.1031
H (-2.3271, 1.9379, -1.0757)  0.1077
H (-0.6130, 0.4741, -1.3470)  0.1239
H (-1.1422, -0.4851, -0.0201)  0.1076
H (-1.6378, 0.5528, 3.0330)  0.1240
H (1.6570, 0.2622, 3.4358)  0.1402
H (4.3656, 1.6222, 2.7484)  0.1349
H (3.7330, 3.2000, 3.0319)  0.0723
H (2.9798, 0.8114, 4.7820)  0.1062
H (4.0593, 2.1359, 5.1087)  0.1157
H (1.7715, 3.5622, 4.3105)  0.1145
H (2.4053, 3.3433, 5.9214)  0.1110
H (0.9331, 1.1258, 5.9520)  0.1260
H (0.0741, 1.9856, 4.6138)  0.0934
H (-0.4130, 3.8931, 5.9146)  0.1254
H (0.6756, 3.4103, 7.1831)  0.1230
H (-3.0503, 2.6368, 7.2689)  0.0896
H (-2.3641, 3.0097, 5.6939)  0.0819
H (-2.5334, 1.3201, 6.1878)  0.0837
H (2.3402, 5.8155, -0.4044)  0.0329
H (1.6227, 5.3276, 1.1878)  0.0573
H (3.2158, 6.0045, 1.1263)  0.0464
H (5.1903, 3.5856, -0.9484)  0.0418
H (3.9373, 2.3714, -1.4678)  0.0511
H (3.7507, 4.0678, -1.8167)  0.0427
H (0.1772, 2.1522, -1.7803)  0.1189
H (1.6870, 3.0157, -1.7099)  0.1054
H (0.4618, 5.8713, -0.9558)  0.1098
C (-0.3198, 4.1151, -4.6022)  -0.0466
O (-1.0871, 3.8049, -5.7633)  -0.0066
C (-2.3751, 4.1659, -5.6784)  -0.6459
O (-2.8934, 4.7007, -4.7349)  0.1221
O (-2.9746, 3.8118, -6.8067)  0.0170
C (-4.3727, 4.1188, -6.8552)  -0.0225
H (0.6965, 3.7758, -4.7896)  0.1028
H (-0.3028, 5.1871, -4.4184)  0.0864
H (-0.7142, 3.5887, -3.7319)  0.0840
H (-4.5333, 5.1920, -6.7709)  0.0997
H (-4.9083, 3.5906, -6.0686)  0.0995
H (-4.7363, 3.7807, -7.8208)  0.0974
C (-1.2331, 7.0047, -6.3590)  -0.0270
O (-0.2669, 7.9367, -5.8658)  0.0101
C (-0.6609, 9.2110, -5.9217)  -0.6227
O (-1.7166, 9.6034, -6.3370)  0.1349
O (0.3219, 9.9695, -5.4361)  0.0013
C (0.0338, 11.3702, -5.4379)  -0.0378
H (-0.7975, 6.0222, -6.2661)  0.0677
H (-2.1458, 7.0495, -5.7679)  0.1047
H (-1.4473, 7.1920, -7.4103)  0.1128
H (-0.8320, 11.5854, -4.8143)  0.0980
H (-0.1315, 11.7271, -6.4525)  0.0997
H (0.9034, 11.8724, -5.0232)  0.0927
C (7.5628, 5.4087, 7.9048)  -0.0392
O (8.2733, 4.2232, 8.2632)  0.0124
C (7.7384, 3.0973, 7.8000)  -0.6264
O (6.7410, 3.0118, 7.1284)  0.1044
O (8.4951, 2.0825, 8.2070)  0.0123
C (8.0409, 0.7966, 7.7837)  -0.0389
H (8.1013, 6.2441, 8.3427)  0.0956
H (7.5386, 5.5300, 6.8230)  0.0953
H (6.5518, 5.3878, 8.3082)  0.0969
H (8.0365, 0.7291, 6.6970)  0.0952
H (7.0493, 0.5888, 8.1823)  0.0969
H (8.7415, 0.0678, 8.1806)  0.0957
C (-3.8680, -3.7800, 0.4173)  -0.0334
O (-4.6595, -4.0960, -0.7267)  0.0110
C (-5.9601, -3.8464, -0.5728)  -0.6257
O (-6.4781, -3.3910, 0.4129)  0.1213
O (-6.5832, -4.1851, -1.6991)  0.0069
C (-7.9960, -3.9693, -1.6768)  -0.0377
H (-2.8351, -4.0202, 0.1768)  0.0943
H (-3.9371, -2.7177, 0.6495)  0.0755
H (-4.1724, -4.3752, 1.2763)  0.1022
H (-8.2217, -2.9145, -1.5304)  0.0963
H (-8.4642, -4.5691, -0.8986)  0.0990
H (-8.3786, -4.2827, -2.6439)  0.0938
C (0.7871, -7.5526, -1.2659)  -0.0217
O (1.7680, -6.6727, -0.6992)  0.0081
C (1.3965, -5.4005, -0.6506)  -0.6235
O (0.3468, -4.9491, -1.0277)  0.1213
O (2.3937, -4.6946, -0.1055)  0.0054
C (2.1131, -3.3026, 0.0026)  -0.0539
H (1.2009, -8.5568, -1.2494)  0.0901
H (-0.1248, -7.5435, -0.6716)  0.1007
H (0.5744, -7.2796, -2.2973)  0.0891
H (1.2517, -3.1328, 0.6411)  0.0653
H (1.9497, -2.8666, -0.9837)  0.0968
H (2.9845, -2.8328, 0.4551)  0.0910
C (-2.0942, -8.7954, -5.8632)  -0.0382
O (-1.0959, -9.7749, -6.1547)  0.0100
C (0.0385, -9.6197, -5.4765)  -0.6230
O (0.2686, -8.7523, -4.6742)  0.1140
O (0.8747, -10.5899, -5.8389)  0.0100
C (2.1432, -10.5484, -5.1837)  -0.0378
H (-2.9588, -9.0340, -6.4758)  0.0938
H (-2.3801, -8.8382, -4.8137)  0.0978
H (-1.7411, -7.7982, -6.1202)  0.0971
H (2.0238, -10.6608, -4.1073)  0.0950
H (2.6645, -9.6206, -5.4134)  0.0973
H (2.7230, -11.3841, -5.5648)  0.0941
C (1.9477, -14.1004, 0.5698)  -0.0382
O (2.9262, -13.2279, 1.1382)  0.0074
C (2.5583, -11.9497, 1.1861)  -0.6260
O (1.5105, -11.5004, 0.8014)  0.1187
O (3.5532, -11.2517, 1.7329)  0.0078
C (3.2880, -9.8541, 1.8477)  -0.0390
H (2.3680, -15.1018, 0.5898)  0.0939
H (1.0326, -14.0875, 1.1590)  0.0981
H (1.7387, -13.8236, -0.4620)  0.0967
H (2.4270, -9.6768, 2.4902)  0.0985
H (3.1292, -9.4108, 0.8659)  0.0904
H (4.1607, -9.3932, 2.3019)  0.0935

=====

This record from the Open Molecules 2025 dataset describes C15H17FeN2 as an isolated structure in a non-equilibrium geometry. The level of theory is ωB97M-V with the def2-TZVPD basis set.

- HOMO (spin up / spin down): 0.0476 / -4.6169 eV
- Spin multiplicity: 5
- LUMO energy (spin up / spin down): 2.995 / 2.856 eV
- Gap between HOMO and LUMO (spin up / spin down): 2.947 / 7.473 eV
- Charge: -1

Last column: Mulliken spin population.
Positions of all 35 atoms, in Å:
N (2.1389, 0.9321, -0.1374)  -0.2178
C (2.8309, 1.1516, 0.9851)  2.4986
N (3.2167, 2.4341, 0.9917)  -0.1757
C (2.7559, 3.0673, -0.1681)  1.0929
C (2.0626, 2.1315, -0.8517)  -0.1141
H (3.0131, 0.4248, 1.7639)  -0.3621
H (3.8104, 2.8480, 1.6987)  -1.5036
H (2.9608, 4.0956, -0.4030)  -0.2218
H (1.5023, 2.2043, -1.7641)  0.0521
C (1.3900, -0.2937, -2.7270)  0.6622
C (0.7375, -0.7169, -1.6039)  0.2753
C (-0.6710, -0.3174, -1.2793)  0.0098
C (-1.9022, -1.0670, -1.5105)  0.1522
C (-2.9910, -0.3706, -0.8594)  0.0263
C (-2.4609, 0.8390, -0.2653)  -0.0613
C (-1.0436, 0.8850, -0.5491)  0.2174
Fe (-1.5410, -0.7724, 0.4175)  1.7990
C (-0.0703, -1.3406, 1.6090)  -0.2150
C (-0.7406, -2.4771, 0.9935)  0.0058
C (-2.1515, -2.4006, 1.3318)  0.0654
C (-2.3471, -1.2291, 2.1648)  -0.0242
C (-1.0669, -0.5731, 2.3310)  0.0957
H (2.3213, -0.7729, -3.0369)  0.0218
H (1.0009, 0.5258, -3.3352)  -0.0807
H (1.8366, -0.0049, -0.4303)  0.0337
H (1.0819, -1.6385, -1.0781)  -0.0573
H (-1.9634, -1.9521, -2.1379)  0.0021
H (-4.0337, -0.6617, -0.8786)  0.0089
H (-3.0068, 1.6165, 0.2558)  -0.0181
H (-0.3597, 1.6999, -0.3536)  -0.0370
H (0.9991, -1.1708, 1.6565)  0.0547
H (-0.2621, -3.2932, 0.4621)  0.0063
H (-2.9088, -3.1384, 1.0844)  0.0086
H (-3.2729, -0.9463, 2.6551)  -0.0073
H (-0.8654, 0.2817, 2.9685)  0.0073